ORCA calculation (the ωB97M-V functional and the def2-TZVPD basis) on a structure of composition C53H40Cl3CrN2O3P2S2 in a non-equilibrium geometry.

Structure (ORCA input):
```
! wB97M-V def2-TZVPD RIJCOSX def2/J DEFGRID3
* xyz 0 2
H -1.77193 -5.53330 -2.03743
C 2.97137 -0.64450 2.11177
P 2.08907 0.93640 1.80547
H -2.10463 -2.12020 -5.75113
C 0.31807 0.71110 3.90287
C 3.70567 2.79870 0.46587
C 4.30297 -3.06860 2.41957
Cl -0.15133 4.88510 -2.17523
C -1.39783 -3.50030 -2.56443
C 1.47417 1.36210 3.47517
C -0.19503 0.94680 5.16447
C -3.85003 -0.87980 -3.13543
H -1.28553 -5.30820 0.60337
H 1.98927 3.97840 1.85377
C 2.06247 2.31060 4.30537
O 0.51167 -1.23730 0.47227
C -0.48513 -2.60180 -3.10113
C -1.80203 4.41410 1.50867
H -0.19163 0.03740 3.22407
C 5.65277 2.86910 2.42587
H 2.13957 -4.68280 -3.54333
C 3.55987 2.01020 1.60167
H 0.69277 4.82470 2.72957
C 4.56767 2.02470 2.56817
C -5.12713 -1.23470 -3.53663
S -1.15233 0.26470 -1.83933
H 0.50537 -6.28660 -2.62793
H -4.38593 -2.79100 -6.44523
C -1.41873 -4.23750 0.65447
C -5.12763 -4.08220 0.60427
O 0.19537 3.06350 1.73507
H 1.48467 -2.31920 -3.88973
Cl 2.28187 0.21290 -1.54073
C 1.09627 2.52250 -2.01313
C -2.74283 -3.72320 0.69177
C 2.44107 1.62610 -3.86723
C -5.33273 -2.72400 0.85317
H -3.62683 5.48090 1.26437
H 5.77167 -2.25170 1.09297
C -3.84793 -4.57330 0.53627
C 4.83157 -2.08760 1.59857
C -3.85453 3.40030 0.79187
H -3.67383 -5.62080 0.33447
H -5.97193 -4.74010 0.45867
C -3.14793 4.51570 1.20277
C 4.15897 -0.89360 1.42527
C 4.81687 3.61060 0.30677
C -2.76803 -1.21090 -3.93743
H -4.42493 -0.81110 1.14237
H 0.66597 -3.78150 0.61177
C -4.23583 -2.25130 -5.52233
H 2.68117 -3.61390 3.70607
S 0.01007 -0.14230 -4.98373
C 1.54697 2.54140 5.56767
H 0.04307 2.02850 6.99757
H -1.08703 0.43090 5.48847
H -6.34493 -2.35090 0.92477
C 5.77757 3.67120 1.30177
Cl 2.68017 2.83320 -6.25783
H 3.05387 0.83920 -4.27543
H -6.31613 -2.20500 -5.02813
C -0.34583 -3.40930 0.66267
N -1.23633 0.81360 0.93407
C -4.26523 -1.86530 0.97697
N -2.07283 -0.15050 1.07277
C 0.43207 1.85090 6.00757
C -3.20283 2.18870 0.70357
C 2.09217 2.72060 -4.64613
H 1.52207 -1.46780 3.47107
C -5.31873 -1.92610 -4.72173
H 6.41977 2.89520 3.18547
H 1.01547 4.57990 -4.74483
H -4.89783 3.48240 0.53227
P -1.02223 -0.89290 -3.49273
C 0.81887 3.63280 -2.84383
C -0.50453 -1.99390 0.65847
O 0.63097 2.40890 -0.81703
H -5.97783 -0.97900 -2.91983
C 0.22947 -5.24960 -2.75723
C 0.94067 4.26160 1.82277
H 2.91607 2.88410 3.97537
H -3.71073 1.31460 0.32977
H 4.81797 -4.00830 2.54357
C -1.12993 3.20110 1.42657
Cr 0.48197 0.61320 0.00277
H 0.77587 4.87600 0.93547
H 4.50677 1.36590 3.42307
H 4.56127 -0.14570 0.75647
C 1.93777 1.54630 -2.58733
C 1.28567 3.72950 -4.13793
C 0.79077 -3.02280 -3.44793
H 4.93007 4.19480 -0.59393
H 6.62617 4.33100 1.19317
C -2.96213 -1.88690 -5.13483
C -1.85143 2.05850 1.03447
H -2.38423 -3.16630 -2.27353
H 2.02447 3.26830 6.20777
H -1.27843 5.30650 1.80567
C -1.04463 -4.82740 -2.41253
C -2.94633 -2.33520 0.87977
C -1.81193 -1.44230 0.88067
C 2.44747 -1.63510 2.93597
H 2.94197 2.78610 -0.29723
H -3.69453 -0.35810 -2.20063
C 1.15017 -4.34640 -3.26413
C 3.10527 -2.84380 3.07847
*
```

Lowest unoccupied orbital energy (spin up / spin down) ... -1.34 / -1.08 eV
Strongest force on any atom ... 0.037 hartree/bohr
Molecular weight ... 1037.35 g/mol
Calculated total energy ... -6283.097907 hartree
HOMO-LUMO gap (spin up / spin down) ... 5.97 / 6.26 eV

***

ORCA calculation (the ωB97M-V functional and the def2-TZVPD basis) on a cluster of 3 separate species, C6H8N2O2 in total in a non-equilibrium geometry.

Structure (ORCA input):
```
! wB97M-V def2-TZVPD RIJCOSX def2/J DEFGRID3
* xyz 0 1
C 1.46221 0.10599 -0.50283
N 0.13857 -0.09426 -0.92363
C -1.74483 2.30356 0.53604
H 2.43357 -0.31305 1.47223
H 0.60302 -1.59771 2.19415
H -1.36931 -1.94284 1.23157
C -0.29311 1.99418 0.60400
O -2.11841 -1.19557 -1.01123
H -2.28081 2.51121 -0.53436
O 2.30141 0.73166 -1.05912
H 0.57878 1.25260 -0.30119
H 0.61864 2.02773 1.42962
H -2.46095 2.74750 1.38875
H -0.10122 0.38550 -1.78929
C -1.02749 -0.98208 -0.50758
C 0.62402 -1.25275 1.27072
C 1.56202 -0.50483 0.77810
N -0.56465 -1.52633 0.69513
*
```

Lowest unoccupied orbital energy ... 0.36 eV
Strongest force on any atom ... 0.162 hartree/bohr
Molecular weight ... 140.14 g/mol
Calculated total energy ... -493.193366 hartree
HOMO-LUMO gap ... 9.38 eV

***

ORCA calculation (the ωB97M-V functional and the def2-TZVPD basis) on a structure of composition C24H20ClNPRuS in a non-equilibrium geometry.

Structure (ORCA input):
```
! wB97M-V def2-TZVPD RIJCOSX def2/J DEFGRID3
* xyz 0 6
S -0.00337 0.01050 4.92221
C 0.39750 -2.14758 -0.06235
Ru 0.00307 0.00327 -0.01126
H 2.16812 -1.58461 1.16262
C 1.93112 -2.17131 -4.94513
P 0.01272 0.31444 -2.25897
C 1.04986 3.35278 -4.80614
C 0.04201 3.12761 -2.22454
H -4.32338 1.25201 -4.43015
C 1.10994 -1.64049 1.06535
H -1.41723 -2.24021 -2.49563
C -1.15325 -1.30609 1.43282
H 1.09251 1.21601 -4.82195
H 0.02044 5.26660 -2.21024
H -0.34814 3.04275 -1.22134
H 2.79344 -0.19555 -1.74467
H -0.05436 -1.41036 -4.70763
C -3.31240 -1.80526 -3.38604
H 0.84587 -2.62642 -0.91823
H -3.65194 -2.83175 -3.32478
C -1.58968 -0.15323 -2.99961
H -5.12082 -1.08821 -4.29619
H 1.68359 -2.71872 -5.84639
C 0.24878 4.37991 -2.78794
C -2.05105 -1.46934 -2.91569
C 3.53092 -1.49078 -3.28909
H -2.08118 1.84640 -3.60655
H 3.99010 -2.77966 -4.94615
H -1.80441 -2.21814 -0.48536
C 0.94687 -1.43323 -4.29924
H 0.91499 5.47526 -4.51083
C 0.75217 4.49627 -4.07603
C -0.99279 -1.92922 0.16221
C -3.68658 0.48387 -4.01030
C 1.24471 -0.72659 -3.13199
C 0.15908 -1.31397 1.91901
Cl 1.91859 1.37115 0.15084
C 0.33599 1.97582 -2.95367
C -0.07464 0.13196 3.39499
C 2.54944 -0.75842 -2.63662
C -2.42245 0.82152 -3.54821
H 0.50970 -0.77985 2.95851
H 4.53928 -1.50186 -2.89472
C -4.13383 -0.82747 -3.93325
H -2.05383 -0.93786 1.85218
N -0.03383 0.18994 1.98922
H 1.44885 3.43305 -5.80948
C 3.22363 -2.20406 -4.44061
C 0.84579 2.09923 -4.24727
*
```

Lowest unoccupied orbital energy (spin up / spin down) ... 0.25 / -1.35 eV
Strongest force on any atom ... 0.179 hartree/bohr
Molecular weight ... 521.99 g/mol
Calculated total energy ... -2275.496694 hartree
HOMO-LUMO gap (spin up / spin down) ... 5.70 / 6.48 eV

***

ORCA calculation (the ωB97M-V functional and the def2-TZVPD basis) on a cluster of 2 separate species, C2H3N3 in total in a non-equilibrium geometry.

Structure (ORCA input):
```
! wB97M-V def2-TZVPD RIJCOSX def2/J DEFGRID3
* xyz 0 1
H 0.16976 0.76759 -0.06387
N -0.54738 -0.92756 -0.29837
H -1.30042 0.54338 1.06202
N 0.23336 -1.73797 -0.34072
N 1.68839 0.61603 0.13172
C -0.98675 0.29946 0.02743
H -1.84345 0.57488 -0.57477
C 2.58649 -0.13582 0.05656
*
```

Lowest unoccupied orbital energy ... -1.37 eV
Strongest force on any atom ... 0.101 hartree/bohr
Molecular weight ... 69.07 g/mol
Calculated total energy ... -242.118462 hartree
HOMO-LUMO gap ... 8.05 eV

***

ORCA calculation (the ωB97M-V functional and the def2-TZVPD basis) on a structure of composition C21H17MoN4O7.

Structure (ORCA input):
```
! wB97M-V def2-TZVPD RIJCOSX def2/J DEFGRID3
* xyz 1 1
H 2.96927 -1.95733 6.49221
H -2.50921 0.50329 -4.44687
N 1.92732 -1.02837 1.82344
C -3.28194 0.49656 -2.44296
H -0.58106 0.43336 6.64163
O -0.29184 -0.83158 2.00815
O 2.22638 2.36402 2.57388
H 2.55777 2.71589 4.52705
H -0.75144 0.33552 4.16529
H 1.28223 -0.70716 7.79139
H 4.43871 3.59082 1.57973
C 1.20876 -0.74849 6.71323
H 3.52659 2.67680 -2.49370
H -6.55906 0.45066 -1.60703
C 1.77699 1.88441 0.34321
C 4.09741 3.19870 -0.50372
C 2.12407 1.93440 -1.02867
C 2.16095 -1.45000 5.98447
C -5.79022 0.46529 -3.61011
H 1.23589 1.80679 -3.01617
O 0.67393 1.31266 0.77900
C 0.05255 -0.16023 4.68909
Mo -0.20379 -0.29103 0.06721
H 4.99885 3.71509 -0.80119
O -1.88099 0.52583 -0.48401
N 0.91519 -0.89705 2.55734
O -0.60096 -1.77768 -0.78542
C 3.77243 3.13137 0.86368
O 1.61155 -1.08905 0.57030
N 0.22398 0.64843 -1.67673
H -6.77060 0.45189 -4.06725
N -0.86125 0.57335 -2.52878
H 4.04475 2.48780 3.57683
H 3.12733 4.01797 3.45872
C 1.20572 1.45272 -1.98903
C 2.62924 2.49746 1.29580
H 2.79366 -2.07199 4.02069
H -4.75110 0.47449 -5.48853
C 0.15886 -0.10858 6.06937
O -0.87386 -2.82873 -1.38194
C 3.28864 2.62488 -1.43969
C 1.01668 -0.86493 3.98844
C -4.65458 0.47847 -4.41160
C -5.67348 0.46477 -2.22724
C 2.07227 -1.51898 4.60471
C -4.42038 0.47702 -1.63942
C -3.39942 0.49472 -3.83366
H -4.32054 0.47264 -0.56302
C 3.04908 2.93642 3.58442
C -1.96015 0.51473 -1.82108
*
```

Lowest unoccupied orbital energy (spin up / spin down) ... -6.03 / -6.11 eV
Strongest force on any atom ... 0.017 hartree/bohr
Molecular weight ... 533.33 g/mol
Calculated total energy ... -1623.881646 hartree
HOMO-LUMO gap (spin up / spin down) ... 5.55 / 5.45 eV

***

ORCA calculation (the ωB97M-V functional and the def2-TZVPD basis) on a structure of composition C2H9N2S in a non-equilibrium geometry.

Structure (ORCA input):
```
! wB97M-V def2-TZVPD RIJCOSX def2/J DEFGRID3
* xyz 1 1
H 0.15494 1.13650 1.66972
H 1.37563 0.69694 -0.84995
H -0.17957 -0.35020 2.36299
N 0.37312 0.79348 -0.84588
H -0.41538 -1.82093 -1.42021
C -0.48204 -0.09785 -0.28791
H 0.11006 2.71765 -2.13087
H -0.97846 -2.23500 -0.03443
S -0.14689 2.46027 -0.83704
C -0.21460 -1.52859 -0.43910
N 0.11491 0.12263 1.52337
H 1.06469 -0.22762 1.62584
H -1.55297 0.10231 -0.04687
H 0.77654 -1.76960 -0.28965
*
```

Lowest unoccupied orbital energy ... -3.36 eV
Strongest force on any atom ... 0.049 hartree/bohr
Molecular weight ... 93.17 g/mol
Calculated total energy ... -588.990874 hartree
HOMO-LUMO gap ... 10.48 eV

***

Look up the calculated total energy of the second one.
-493.193366 hartree

***

Which of these has the lowest strongest force on any atom?
C21H17MoN4O7

***

Repeat the fourth record exactly.
ORCA calculation (the ωB97M-V functional and the def2-TZVPD basis) on a cluster of 2 separate species, C2H3N3 in total in a non-equilibrium geometry.

Structure (ORCA input):
```
! wB97M-V def2-TZVPD RIJCOSX def2/J DEFGRID3
* xyz 0 1
H 0.16976 0.76759 -0.06387
N -0.54738 -0.92756 -0.29837
H -1.30042 0.54338 1.06202
N 0.23336 -1.73797 -0.34072
N 1.68839 0.61603 0.13172
C -0.98675 0.29946 0.02743
H -1.84345 0.57488 -0.57477
C 2.58649 -0.13582 0.05656
*
```

Lowest unoccupied orbital energy ... -1.37 eV
Strongest force on any atom ... 0.101 hartree/bohr
Molecular weight ... 69.07 g/mol
Calculated total energy ... -242.118462 hartree
HOMO-LUMO gap ... 8.05 eV